Computed, not measured: a molecular structure, C27H24F5N3O11S2SnTe, with wB97M-V/def2-TZVPD.

## Properties
Spin multiplicity: 1
Orbital gap: 7.192 eV
Energy relative to the best compared isomer or geometry (same formula, charge and spin): 180.7 kJ/mol
Net charge: -2
E_HOMO: -3.39 eV

```
74
C27H24F5N3O11S2SnTe (wB97M-V/def2-TZVPD)
Sn 0.1145 0.2310 1.1914
O -3.0150 -2.2084 1.7323
S -2.4343 -1.1184 0.8337
O -1.0375 -1.5460 0.4468
O -2.2999 0.1201 1.6195
O -3.2650 -0.9187 -0.3386
O 2.6569 2.0760 -2.2123
C 2.2203 1.0946 -1.5936
O 1.8947 1.0514 -0.3742
C 2.0423 -0.1905 -2.4105
C 1.3549 -1.2904 -1.9179
C 1.1470 -2.4433 -2.6829
C 1.6733 -2.4421 -3.9479
O 1.6204 -3.4414 -4.9001
C 2.3287 -2.9426 -6.0254
O 2.7910 -1.6319 -5.7356
C 2.3705 -1.3591 -4.4436
C 2.5682 -0.2202 -3.7107
H 0.9436 -1.2588 -0.9203
H 0.5887 -3.2824 -2.2910
H 1.6632 -2.9148 -6.8945
H 3.1825 -3.5944 -6.2402
H 3.1005 0.6420 -4.0875
O 0.3964 -1.8998 6.0974
C 1.5331 -2.3395 5.4884
N 2.6255 -1.6274 6.0898
C 3.6908 -1.1135 5.5330
O 4.6232 -0.6215 6.1642
C 3.6756 -1.1470 4.0408
C 4.7465 -1.6549 3.3313
C 4.6571 -1.7545 1.9612
C 3.4817 -1.3863 1.3350
N 2.4486 -0.8539 1.9889
C 2.5522 -0.6890 3.3140
H -0.2918 -1.7923 5.4133
H 1.5049 -2.1793 4.4125
H 1.6863 -3.4097 5.6660
H 2.5514 -1.5108 7.0908
H 5.6337 -1.9719 3.8656
H 5.4826 -2.1438 1.3803
H 3.3478 -1.5038 0.2656
H 1.6960 -0.2481 3.8140
N -1.0013 1.0496 -0.9108
S -1.2872 2.5869 -0.9044
C -3.0299 2.7930 -0.5346
C -4.0088 2.3483 -1.4126
C -5.3270 2.3153 -0.9922
C -5.6583 2.7145 0.2972
C -4.6761 3.1641 1.1653
C -3.3529 3.2005 0.7499
C -1.2926 3.1533 -2.6255
C -1.8674 4.3608 -2.9989
C -1.7417 4.7945 -4.3092
C -1.0299 4.0315 -5.2293
C -0.4482 2.8341 -4.8401
C -0.5739 2.3917 -3.5297
H -1.8112 0.4698 -1.1407
H -3.7372 2.0107 -2.4047
H -6.0942 1.9512 -1.6631
H -6.6852 2.6472 0.6337
H -4.9334 3.4574 2.1743
H -2.5681 3.5099 1.4289
H -2.4172 4.9504 -2.2746
H -2.1918 5.7313 -4.6140
H -0.9196 4.3813 -6.2485
H 0.1186 2.2449 -5.5494
H -0.1147 1.4706 -3.1917
F -1.7926 -1.9490 5.4679
Te -1.7403 -2.2834 3.4488
F -2.9665 -3.6401 3.9090
F -0.4725 -3.5088 4.4140
F -1.0708 -3.5859 2.1963
F -3.1922 -1.0911 3.8669
O -0.3668 -1.0688 3.2724
```

Löwdin population analysis, charges in e, atoms 1 to 5: number 1, Sn, carries 1.413; number 2, O, carries -0.419; number 3, S, carries 0.275; number 4, O, carries -0.476; number 5, O, carries -0.464

=====

Computed, not measured: 5 unconnected molecules or ions with the total composition C26H28BF32NO7, with wB97M-V/def2-TZVPD.

## Properties
Spin multiplicity: 1
Orbital gap: 9.453 eV
E_HOMO: -9.26 eV
Structure (SMILES): FC(F)C(F)(F)COC(F)(F)C(F)F.FC(F)C(F)(F)COC(F)(F)C(F)F.FC(F)C(F)(F)COC(F)(F)C(F)F.FC(F)C(F)(F)COC(F)(F)C(F)F.CCOB(O)[C@H]1CCNC1=O

```
95
C26H28BF32NO7 (wB97M-V/def2-TZVPD)
F -2.3909 0.1559 1.5816
C -1.6806 0.2762 2.7240
F -0.3687 0.1694 2.4046
C -2.0262 -0.8312 3.7232
F -1.6457 -2.0285 3.2323
F -1.2540 -0.5699 4.8151
C -3.4746 -0.9098 4.2344
O -4.3401 -1.8560 3.6258
C -5.0659 -1.5689 2.5010
F -5.0141 -0.2566 2.1797
F -6.3586 -1.8594 2.7678
C -4.6532 -2.4628 1.3271
F -3.3444 -2.3130 1.0493
F -5.3471 -2.1182 0.2125
H -1.8599 1.2642 3.1559
H -3.3833 -1.2674 5.2576
H -3.9338 0.0767 4.2925
H -4.8471 -3.5120 1.5578
F 11.1903 1.4563 2.4187
C 12.0749 2.2076 3.1036
F 13.2005 1.4779 3.2825
C 11.5317 2.6028 4.4798
F 11.3788 1.5054 5.2500
F 12.5182 3.3616 5.0382
C 10.2599 3.4663 4.5338
O 9.0179 2.8298 4.7849
C 8.2337 2.3109 3.7854
F 8.6797 2.6298 2.5539
F 7.0038 2.8553 3.9209
C 8.0385 0.7988 3.9370
F 9.2175 0.1503 3.9149
F 7.2892 0.3621 2.8959
H 12.3241 3.0986 2.5204
H 10.4015 4.0953 5.4102
H 10.1985 4.1394 3.6788
H 7.5282 0.5722 4.8754
F -9.2360 2.3753 -0.9675
C -8.4191 2.7683 0.0306
F -8.5119 4.1130 0.1523
C -6.9621 2.4088 -0.2682
F -6.5245 3.1058 -1.3378
F -6.2563 2.8438 0.8167
C -6.6099 0.9228 -0.4291
O -6.4924 0.4062 -1.7451
C -7.5628 -0.0716 -2.4527
F -8.6764 -0.1783 -1.7050
F -7.2322 -1.3209 -2.8691
C -7.8163 0.7393 -3.7284
F -8.0608 2.0288 -3.4334
F -8.9001 0.2246 -4.3543
H -8.7423 2.3077 0.9686
H -5.6012 0.8305 -0.0336
H -7.2348 0.2885 0.2000
H -6.9486 0.6773 -4.3894
F -2.3499 -3.5282 -2.8473
C -3.5206 -3.5513 -2.1769
F -3.3998 -4.4623 -1.1779
C -4.6912 -3.9505 -3.0758
F -4.5349 -5.2227 -3.5025
F -5.7840 -3.9237 -2.2622
C -5.0238 -3.0336 -4.2638
O -4.5521 -3.3959 -5.5509
C -3.3171 -3.0240 -6.0176
F -2.6967 -2.1444 -5.2057
F -3.5112 -2.4067 -7.2057
C -2.4293 -4.2370 -6.3163
F -2.2483 -4.9830 -5.2108
F -1.2225 -3.7919 -6.7385
H -3.6951 -2.5716 -1.7247
H -6.1053 -3.1025 -4.3603
H -4.8022 -1.9914 -4.0345
H -2.8862 -4.8501 -7.0959
C 6.9234 0.3707 -0.3586
C 5.9075 1.4983 -0.2862
O 5.1289 1.6387 -1.4831
B 4.0111 0.8627 -1.5855
O 4.0992 -0.5097 -1.7110
C 2.6009 1.5941 -1.5669
C 1.3859 0.6683 -1.7319
C 1.1367 0.1297 -0.2947
N 2.2003 0.7439 0.5082
C 2.4518 1.9741 -0.0937
O 2.4662 3.0792 0.4450
H 7.0615 -0.0432 0.6219
H 7.8784 0.7812 -0.6551
H 6.6357 -0.3825 -1.0730
H 6.4453 2.4282 -0.1738
H 5.2806 1.4144 0.5945
H 3.6528 -0.7785 -2.5255
H 2.6444 2.4728 -2.1928
H 0.5636 1.2818 -2.0643
H 1.5970 -0.1607 -2.3892
H 1.1249 -0.9484 -0.2773
H 0.1974 0.5254 0.0691
H 2.0660 0.7515 1.5099
```

Löwdin population analysis, charges in e, atoms 1 to 5: number 1, F, carries 0.091; number 2, C, carries -0.291; number 3, F, carries 0.089; number 4, C, carries -0.443; number 5, F, carries 0.139

=====

Computed, not measured: 2 unconnected molecules or ions with the total composition C4H5Cl2N2, with wB97M-V/def2-TZVPD.

## Properties
Spin multiplicity: 1
Orbital gap: 8.650 eV
Energy relative to the best compared isomer or geometry (same formula, charge and spin): 349.8 kJ/mol
Net charge: +1
E_HOMO: -13.43 eV

```
13
C4H5Cl2N2 (wB97M-V/def2-TZVPD)
C 0.5682 -2.1765 -1.6634
C -1.2528 1.9865 2.0986
C 1.1938 -1.8681 -2.6974
C -0.3655 0.5523 0.3627
N -0.6736 1.5680 1.0536
N 0.7761 -0.0907 0.4694
Cl 1.9065 -1.0652 -3.9298
Cl -1.3160 0.1529 -0.9387
H 0.1453 -2.4213 -0.8024
H 0.7422 -0.9337 -0.1556
H -1.2127 3.0719 2.4673
H -1.9898 1.2227 2.5036
H 1.4783 0.0011 1.2322
```

Löwdin population analysis, charges in e, atoms 1 to 5: number 1, C, carries -0.021; number 2, C, carries 0.137; number 3, C, carries -0.666; number 4, C, carries -0.837; number 5, N, carries 0.048

=====

Computed, not measured: a single C9H9FN2O2 molecule, with wB97M-V/def2-TZVPD.

## Properties
Spin multiplicity: 3
<S²>: 2.037
Orbital gap (spin up / spin down): 7.084 / 7.231 eV
E_HOMO (spin up / spin down): -6.31 / -9.53 eV

```
23
C9H9FN2O2 (wB97M-V/def2-TZVPD)
C -2.7914 -0.4921 -0.4337
C -2.5575 0.4956 -1.3524
C -1.9766 -0.6186 0.6436
C -1.5604 1.4343 -1.1256
C -0.9207 0.2585 0.8687
C -0.6603 1.3198 -0.0220
C 0.5209 2.0918 -0.0214
C 1.8888 -0.7859 0.1505
C 2.0749 -2.0615 0.8156
N 1.5540 1.6581 0.5621
N 1.8804 -0.5227 -1.1354
O 1.6219 0.2478 1.0168
O 2.6554 2.2671 0.6599
F 2.2042 -1.7241 -1.7863
H -3.7992 -1.0352 -0.5964
H -3.1997 0.4901 -2.1973
H -2.1645 -1.3103 1.4190
H -1.4517 2.2513 -1.8092
H -0.3610 0.0253 1.7282
H 0.5299 3.0741 -0.5089
H 3.1545 -2.1509 0.8877
H 1.7847 -1.9390 1.8504
H 1.5738 -2.9735 0.3861
```

Löwdin population analysis, charges in e, atoms 1 to 5: number 1, C, carries -0.112; number 2, C, carries -0.092; number 3, C, carries -0.083; number 4, C, carries -0.011; number 5, C, carries -0.028

=====

Results for E: -103765.7419 -130876.9647 -32243.0900 -19262.6587 (in eV, following the order of the records).